# 1
Formula: C23H24N6O2
Source: OMol25
Level of theory: wB97M-V/def2-TZVPD

Values from the calculation:
* lowest unoccupied orbital energy: 0.0016 Ha
* structure (SMILES): Cc1nn2c(CN(C(=O)CN3CCOCC3)c3ccccc3)nnc2c2ccccc12
* energy relative to the best compared isomer or geometry (same formula, charge and spin): 34.7 kcal/mol
* HOMO: -8.61 eV
* energy: -1369.85385 a.u.

```
! RIJCOSX wB97M-V def2-TZVPD def2/J DEFGRID3
* xyz 0 1
O -0.9969 3.8551 -0.9983
O -2.5096 -0.4939 1.5695
N 1.0493 -0.6826 -0.0641
N -1.4169 -2.0388 0.3626
N 0.2271 -0.9089 3.3047
N 0.8347 -0.5578 1.2456
N -1.6050 1.0848 -0.7439
N 1.0110 0.1725 3.3075
C 2.3758 1.3223 0.0701
C -2.3669 -3.9241 -2.6575
C 2.1690 1.4247 1.4657
C -2.4538 -3.1426 -1.5208
C 2.0410 -0.0151 -2.0946
C -2.1754 -0.9067 0.4778
C -1.3048 -2.8179 -0.8008
C 1.3751 0.4079 2.0708
C -0.7512 -2.4653 1.5892
C -2.4385 -0.1137 -0.7956
C -2.0929 2.0655 0.2163
C 3.6597 3.3599 0.1626
C 3.4494 3.4484 1.5388
C -0.0746 -3.3101 -1.2258
C -1.1393 -4.4055 -3.0814
C 0.0019 -4.0980 -2.3602
C 3.1364 2.3143 -0.5627
C -1.4933 1.7175 -2.0478
C 1.7918 0.2029 -0.6378
C 2.7121 2.4877 2.1906
C -1.1281 3.2453 0.2669
C 0.1064 -1.3531 2.0828
C -0.5494 2.9175 -1.9436
H 0.9621 -4.4711 -2.6849
H -2.1597 1.6012 1.1998
H -3.4128 -2.7851 -1.1754
H 1.5077 -0.9064 -2.4137
H -1.5007 4.0163 0.9423
H -0.1662 -3.3628 1.3802
H 4.2387 4.1213 -0.3385
H -1.0877 0.9953 -2.7609
H 1.6943 0.8349 -2.6788
H -2.1489 -0.6826 -1.6787
H 0.8210 -3.0533 -0.6835
H -3.5112 0.1386 -0.8558
H 2.5285 2.5279 3.2523
H 3.8674 4.2767 2.0905
H -3.2638 -4.1690 -3.2067
H 3.3092 2.2611 -1.6266
H -1.4895 -2.6855 2.3672
H -0.1431 2.9014 0.6177
H -3.0942 2.4313 -0.0730
H 3.1065 -0.1475 -2.2781
H -1.0739 -5.0209 -3.9657
H -0.4936 3.4439 -2.8988
H 0.4532 2.5647 -1.6590
H -2.4756 2.0661 -2.4137
*
```

# 2
Formula: C23H24N9O3PdS
Source: OMol25
Level of theory: wB97M-V/def2-TZVPD

Values from the calculation:
* lowest unoccupied orbital energy: -0.1069 Ha
* energy relative to the best compared isomer or geometry (same formula, charge and spin): 0.0 kcal/mol
* HOMO: -11.08 eV
* energy: -2135.24214 a.u.

```
! RIJCOSX wB97M-V def2-TZVPD def2/J DEFGRID3
* xyz 1 1
Pd 0.3356 0.9054 -0.2116
S 0.8115 2.5360 1.3693
O 1.2779 -5.7481 -0.6287
O 6.4470 -2.2987 0.2276
O 1.0972 -0.8216 -2.4119
N -3.0369 -1.2828 -0.3889
N -3.6914 1.7343 0.2448
N 0.4819 -1.2384 1.3709
N -1.5974 1.5141 -0.3246
N 0.1381 4.1349 -0.7680
N 0.7685 5.2230 0.9770
N -0.2687 -3.8883 -2.6971
N 0.0974 -0.6330 -1.7088
N 2.2723 0.2902 -0.1464
C 0.5638 3.9844 0.4989
C 0.4586 6.1561 -0.0021
C 3.9179 -1.3748 0.2522
C -2.0368 -1.4199 -0.9432
C -0.5081 -2.0198 1.7916
C 6.3473 -0.9916 -0.2873
C 2.6014 -0.9376 0.2795
C 0.4307 -5.4442 0.4524
C 1.5087 -1.8320 0.7499
C 0.4790 -3.9842 0.8469
C -3.6387 1.8639 -1.1195
C -0.5545 -3.3854 1.5548
C 4.9135 -0.5489 -0.2351
C 1.5512 -3.1865 0.4693
C -2.4464 1.5249 0.6843
C -0.5458 -2.8617 -2.2588
C 3.2320 1.0969 -0.6173
C -0.8210 -1.6021 -1.6542
C -2.3327 1.7283 -1.4677
C 0.0628 5.4777 -1.0946
C 4.5512 0.7186 -0.6830
C 1.2183 5.5200 2.3294
C -4.9024 1.6533 1.0491
H -1.8857 1.7277 -2.4468
H 0.3904 5.4354 3.0314
H -5.4109 0.7138 0.8428
H 1.6153 6.5306 2.3486
H 0.7607 -6.0553 1.2954
H -0.2553 5.8202 -2.0617
H 7.3454 -2.6207 0.1125
H -4.5218 2.0192 -1.7132
H -2.1906 1.3671 1.7182
H -1.3333 -1.5265 2.2911
H 0.8677 -5.4099 -1.4378
H 5.2846 1.4074 -1.0808
H 6.6856 -0.9394 -1.3283
H 2.9154 2.0708 -0.9632
H -0.6095 -5.7151 0.2441
H -0.1056 3.3470 -1.3482
H 4.1650 -2.3596 0.6185
H 0.5549 7.2122 0.1735
H 2.0007 4.8183 2.6094
H 6.9509 -0.2842 0.2937
H -1.4136 -3.9599 1.8777
H -5.5527 2.4941 0.8213
H -4.6290 1.6890 2.1001
H 2.3611 -3.6195 -0.1012
*
```

# 3
Formula: C23H25AsN3O3Pd
Source: OMol25
Level of theory: wB97M-V/def2-TZVPD

Values from the calculation:
* lowest unoccupied orbital energy (alpha / beta): -0.1721 / -0.1722 Ha
* energy relative to the best compared isomer or geometry (same formula, charge and spin): 51.8 kcal/mol
* HOMO (alpha / beta): -11.35 / -11.35 eV
* energy: -3644.87322 a.u.

```
! RIJCOSX wB97M-V def2-TZVPD def2/J DEFGRID3
* xyz 1 1
Pd 0.2729 0.9077 -0.3059
As 1.2457 -2.0891 0.2862
O -0.8200 0.0452 -2.2497
O 1.5410 2.3236 0.1130
O 1.6696 1.9121 -2.0147
N -0.4442 1.0639 -4.2281
N -0.9519 3.2104 -1.1660
N -2.5317 1.1703 -3.2272
C 1.3450 -3.4909 1.6249
C -1.0189 -0.6168 1.1665
C -2.9907 -1.9978 -0.2027
C 0.2684 -3.9235 2.3946
C -1.6715 -2.3808 -0.3461
C 0.4454 -4.9323 3.3283
C 1.6435 2.7771 -1.1476
C -1.2387 0.7143 -3.2031
C 1.3813 -0.5217 1.4632
C -0.6738 -1.6986 0.3493
C 2.5947 -4.0800 1.8001
C 2.4784 1.0193 2.9309
C 2.5613 -0.0094 2.0297
C 1.2921 4.1911 -1.4710
C -0.8414 1.8365 -5.3855
C -2.3583 -0.2261 1.3008
C 0.0745 1.1135 2.7455
C 1.2345 1.5828 3.2920
C 2.7717 -5.0790 2.7470
C -0.1070 4.3705 -0.8497
C 1.6953 -5.5067 3.5084
C 0.1395 0.0469 1.8100
C -3.3352 -0.9228 0.6170
H -1.4238 -3.2140 -0.9913
H -1.1956 2.8318 -5.1065
H -2.6191 0.6091 1.9373
H -1.6114 1.3270 -5.9707
H 1.8313 -6.2945 4.2364
H -0.3911 -5.2740 3.9230
H -3.1428 0.6781 -2.5951
H -0.8828 1.5427 3.0075
H -0.0078 4.4044 0.2359
H 3.5240 -0.4261 1.7647
H 3.4425 -3.7766 1.1946
H -2.9450 1.4932 -4.0852
H -4.3745 -0.6435 0.7248
H 1.2716 4.2795 -2.5571
H -1.8448 3.2573 -0.6899
H 1.2206 2.3914 4.0093
H 1.9925 4.9299 -1.0825
H -3.7684 -2.5371 -0.7268
H -0.5376 5.3195 -1.1809
H 3.3785 1.4103 3.3849
H -0.7117 -3.4795 2.2738
H 0.0252 1.9597 -6.0292
H -1.1655 3.1413 -2.1582
H 3.7455 -5.5291 2.8822
H 0.5184 0.7898 -4.1112
*
```

# 4
Formula: C23H25AuN5O4S
Source: OMol25
Level of theory: wB97M-V/def2-TZVPD

Values from the calculation:
* lowest unoccupied orbital energy (alpha / beta): -0.2389 / -0.2389 Ha
* energy relative to the best compared isomer or geometry (same formula, charge and spin): 33.3 kcal/mol
* HOMO (alpha / beta): -11.67 / -11.67 eV
* energy: -1999.78814 a.u.

```
! RIJCOSX wB97M-V def2-TZVPD def2/J DEFGRID3
* xyz 1 1
Au -0.9012 -0.0251 0.5545
S -1.3473 2.5358 0.2364
O -1.0163 -2.3956 -4.8806
O 1.1634 -2.5571 -5.2428
O -2.4855 -1.2427 -3.0090
O -2.1616 -0.2901 -1.0435
N -1.1587 3.0120 -2.3633
N 1.7159 -0.0556 -2.0218
N 0.0552 -0.2591 2.1949
N -3.2357 2.3780 -1.6309
N 0.4794 -0.0504 -1.5330
C 2.9709 -3.3500 -0.3081
C 2.4479 -1.8805 4.3949
C -1.9657 2.6291 -1.3772
C 2.0946 -3.9586 0.5757
C 0.9225 -1.0389 2.6203
C 0.4045 -1.6595 6.2598
C -5.1457 3.2380 -0.3619
C 0.2353 -2.1247 -4.6079
C -0.2700 -0.7574 -2.3730
C 1.2105 -1.3575 4.0213
C 0.1829 5.0679 -2.1758
C 3.2322 -1.9938 -0.2098
C 1.7956 -0.7540 -3.1617
C -4.2638 2.0342 -0.6702
C 1.6211 -2.2179 6.6210
C -1.7477 -0.8043 -2.1384
C 1.6903 -1.8430 1.6082
C 0.5254 -1.2323 -3.4419
C 1.4469 -3.2072 1.5411
C 2.6511 -2.2990 5.6961
C 0.1952 -1.2144 4.9686
C 2.5815 -1.2280 0.7452
C 0.1820 3.5421 -2.2008
H -3.5560 2.4526 -2.5888
H 0.7984 3.1760 -3.0261
H -0.7538 -0.7948 4.6691
H 0.7658 -3.6796 2.2341
H 1.1984 5.4239 -2.0285
H 3.9470 -1.5340 -0.8744
H 2.6955 -0.8793 -3.7303
H -0.1945 5.4821 -3.1076
H -0.3849 -1.5677 6.9881
H 3.4409 -3.9367 -1.0813
H 0.5792 3.1631 -1.2586
H -3.7814 1.6705 0.2354
H 2.7846 -0.1731 0.8507
H 3.2423 -1.9637 3.6673
H -5.6376 3.6106 -1.2566
H -1.5637 3.1441 -3.2827
H -4.5563 4.0411 0.0711
H 2.4553 0.4413 -1.5461
H -4.8613 1.2234 -1.0872
H 1.7687 -2.6083 7.6160
H 3.6157 -2.6892 5.9800
H -5.9111 2.9500 0.3516
H -1.6817 -1.9998 -4.2503
H 1.9156 -5.0218 0.5226
H -0.4304 5.4284 -1.3541
*
```

# 5
Formula: C23H25AuN8OS4SeSi
Source: OMol25
Level of theory: wB97M-V/def2-TZVPD

Values from the calculation:
* lowest unoccupied orbital energy (alpha / beta): -0.0371 / -0.0370 Ha
* energy relative to the best compared isomer or geometry (same formula, charge and spin): 1.3 kcal/mol
* HOMO (alpha / beta): -7.43 / -7.43 eV
* energy: -5824.21934 a.u.

```
! RIJCOSX wB97M-V def2-TZVPD def2/J DEFGRID3
* xyz 0 1
Au -2.5124 2.1183 1.2228
Se -1.4081 2.5110 3.4185
S -5.2987 3.8654 1.2242
S -4.7387 3.5639 -0.8314
S -3.8233 1.7766 -0.7909
S -4.6369 2.2354 2.1320
Si -0.8141 4.6844 3.0200
O 1.6469 -3.0766 -1.8342
N 2.3962 -4.7477 -3.0481
N -1.8798 -2.7059 1.6777
N 1.4652 1.9400 -0.1808
N -2.5011 -3.0609 0.5349
N 3.3017 -3.7017 -3.1330
N -0.6613 2.0492 0.1357
N -2.0733 -0.9375 0.2979
N 0.9851 2.6153 -1.2511
C -2.1045 -6.3563 -1.1833
C -1.2402 5.6582 4.5578
C -1.6507 -1.4239 1.4941
C -1.6740 5.4551 1.5353
C 0.4758 1.5958 0.6359
C -0.0441 -6.3045 -2.4246
C 4.6066 -1.1112 -2.8179
C -1.2080 -6.9595 -2.0534
C 2.8462 -0.5351 -1.2674
C -1.8429 -5.0908 -0.6689
C -0.3033 2.6532 -1.0292
C 2.8336 -2.7510 -2.4018
C 4.6088 1.0262 -1.7286
C 1.4388 -4.3388 -2.2918
C -2.8375 -4.4414 0.2666
C 2.8892 1.6816 -0.0424
C -0.6712 -4.4450 -1.0215
C 3.4264 -1.4385 -2.1519
C 5.1897 0.1223 -2.6077
C 1.0415 4.7618 2.7346
C 0.2221 -5.0443 -1.9006
C -2.6094 -1.9956 -0.2708
C 3.4462 0.6996 -1.0459
H -1.1792 -0.8116 2.2454
H 3.0410 1.3323 0.9799
H -1.0151 3.1225 -1.6873
H 1.3717 5.7979 2.6189
H -1.0266 5.4413 0.6553
H -3.0213 -6.8675 -0.9127
H 1.3143 4.2228 1.8240
H -3.8437 -4.4853 -0.1526
H 0.6607 -6.7543 -3.1100
H 1.9335 -0.8044 -0.7480
H -3.0669 -2.0339 -1.2472
H -0.8581 6.6803 4.4897
H -2.3238 5.7028 4.6816
H -0.8218 5.1927 5.4516
H 0.5890 1.0914 1.5816
H 5.0422 -1.8290 -3.4990
H -2.6188 4.9738 1.2747
H -1.4237 -7.9409 -2.4538
H 5.0683 1.9941 -1.5687
H 1.5888 4.3186 3.5685
H -0.4441 -3.4663 -0.6211
H 6.0992 0.3857 -3.1303
H -1.8982 6.5000 1.7652
H 3.3972 2.6390 -0.1460
H -2.8510 -4.9495 1.2296
*
```

# 6
Formula: C23H25BrN5OPdS
Source: OMol25
Level of theory: wB97M-V/def2-TZVPD

Values from the calculation:
* lowest unoccupied orbital energy (alpha / beta): -0.3459 / -0.4928 Ha
* expectation value of S²: 6.05
* HOMO (alpha / beta): -16.74 / -17.01 eV
* energy: -4339.48696 a.u.

```
! RIJCOSX wB97M-V def2-TZVPD def2/J DEFGRID3
* xyz 3 5
Pd 0.3294 0.6807 0.0670
Br -0.9173 5.2796 3.6665
S -0.8903 0.2887 -2.0087
O 2.0356 1.9135 -0.5140
N -1.0296 -0.9211 0.6859
N -1.9041 -1.4685 -0.1144
N -0.7798 2.6253 0.6232
N -2.9317 -1.3777 -2.1259
N 0.9767 0.0633 2.1700
C -0.8459 -1.5001 1.8685
C -1.6118 -2.6868 2.3188
C 2.0865 -2.3512 -2.9830
C 2.7068 -0.0546 -3.3638
C -1.5295 3.2465 -0.3163
C 0.1995 -0.9044 2.7157
C 2.5951 0.1995 -2.0009
C 2.7633 1.5587 -1.4568
C -3.1954 -3.8434 -1.9954
C -1.9976 5.1454 1.0648
C -1.2090 4.5114 2.0507
C 2.4349 -1.3259 -3.8521
C 2.2407 0.1693 4.1926
C -1.9702 -0.8872 -1.3818
C -3.8499 -2.4883 -1.7860
C 3.7423 2.5095 -2.0428
C 2.2637 -0.8446 -1.1228
C 2.0160 -2.1171 -1.6146
C -2.1513 4.4926 -0.1271
C 1.4382 -0.7965 4.7680
C 1.9712 0.5712 2.8855
C -0.6163 3.2345 1.7757
C 0.4065 -1.3487 4.0156
H -2.1489 -3.1475 1.4977
H 2.5878 1.3147 2.3923
H 3.8544 3.3817 -1.4051
H -3.9382 -4.6246 -1.8408
H 1.9044 -3.3447 -3.3706
H 3.3737 2.8355 -3.0203
H -0.9500 -3.4164 2.7842
H -2.3771 -4.0012 -1.2927
H -2.8125 -3.9442 -3.0105
H 4.7028 2.0235 -2.2123
H -0.0081 2.7510 2.5318
H -0.2210 -2.1189 4.4401
H -3.0106 -0.9897 -3.0587
H 2.5092 -1.5196 -4.9135
H 3.0696 0.6073 4.7312
H -4.7078 -2.3663 -2.4441
H -4.1894 -2.3474 -0.7634
H -2.4511 6.1094 1.2598
H 2.3459 -0.6960 -0.0494
H 1.8128 -2.9357 -0.9363
H -2.3443 -2.3827 3.0745
H 2.9776 0.7363 -4.0508
H 1.6138 -1.1316 5.7814
H -2.7371 4.9179 -0.9312
H -1.6323 2.7154 -1.2553
*
```

# 7
Formula: C23H25ClNO3PtS4
Source: OMol25
Level of theory: wB97M-V/def2-TZVPD

Values from the calculation:
* lowest unoccupied orbital energy: -0.4808 Ha
* HOMO: -16.98 eV
* energy: -3343.05950 a.u.

```
! RIJCOSX wB97M-V def2-TZVPD def2/J DEFGRID3
* xyz 3 1
Pt -0.0454 1.6315 1.0632
Cl 3.3723 2.2049 5.5682
S -1.3691 -1.8103 0.7200
S -0.0293 3.9448 0.6371
S 2.8909 0.0949 -0.0928
S -2.2698 2.2601 0.8054
O -2.5337 4.8003 0.4083
O -0.5364 -0.5257 0.7281
O 2.0786 1.1212 0.6407
N 0.3538 1.5025 3.1636
C 1.5458 1.8741 3.6500
C 1.1624 0.5636 -2.2188
C 2.2795 -2.7472 -0.0956
C -2.9962 -0.7699 -2.8093
C -0.3458 0.8114 5.3123
C -3.7077 -1.9125 -3.1490
C 0.8541 -2.8754 -0.6450
C 2.4512 -1.4906 0.7467
C -3.6705 -3.0347 -2.3292
C 2.7980 -1.0027 -3.9130
C -2.9506 -3.0068 -1.1454
C 1.8426 1.7210 4.9896
C -2.2329 -1.8595 -0.8248
C -0.5896 0.9859 3.9658
C 1.6004 -0.3917 -4.3774
C -0.1794 -3.1538 0.4555
C 3.1874 -0.8255 -2.6201
C 0.7906 0.3893 -3.5176
C 0.8856 1.1770 5.8338
C 2.3427 -0.0834 -1.7502
C -2.2643 -0.7306 -1.6282
C -2.0582 6.1817 0.2085
C -1.7160 3.8502 0.5824
H -4.2219 -3.9253 -2.6003
H -1.1188 0.3982 5.9458
H 0.2736 -3.2963 1.4395
H -4.3232 -1.9164 -4.0388
H -1.5403 0.7283 3.5210
H 1.5259 -1.1958 1.2445
H -2.9619 -3.8694 -0.4863
H 2.5154 -3.6042 0.5378
H -3.0344 0.1002 -3.4540
H 0.8262 -3.6859 -1.3720
H 1.1055 1.0468 6.8860
H 2.2669 2.3009 2.9666
H 0.5819 -1.9605 -1.1851
H -1.7277 0.1628 -1.3313
H 1.3218 -0.4953 -5.4209
H -0.7942 -4.0289 0.2449
H 3.4088 -1.5883 -4.5887
H 4.1284 -1.2372 -2.2712
H -0.1052 0.8624 -3.8980
H -2.9535 6.7834 0.1315
H -1.4806 6.2334 -0.7116
H 0.5834 1.1879 -1.5601
H -1.4590 6.4877 1.0630
H 2.9974 -2.7890 -0.9137
H 3.2444 -1.5939 1.4886
*
```

# 8
Formula: C23H25F5MnN3O3S2
Source: OMol25
Level of theory: wB97M-V/def2-TZVPD

Values from the calculation:
* lowest unoccupied orbital energy (alpha / beta): -0.0387 / -0.0006 Ha
* expectation value of S²: 6.13
* energy relative to the best compared isomer or geometry (same formula, charge and spin): 3.2 kcal/mol
* HOMO (alpha / beta): -8.44 / -8.58 eV
* energy: -3728.11738 a.u.

```
! RIJCOSX wB97M-V def2-TZVPD def2/J DEFGRID3
* xyz 0 5
Mn -0.0036 -0.1447 0.7870
S -0.3411 -2.5123 2.3924
S -1.9065 -0.4437 -0.4783
F -1.6373 2.4825 -1.3274
F -1.5938 1.7448 -5.9487
F -1.7905 -1.9192 -3.0459
F -1.7083 -0.9435 -5.5325
F -1.5371 3.4373 -3.8175
O 0.0864 -2.6586 1.0151
O -2.8160 0.1118 3.0331
O 0.6517 -2.8296 3.3859
N -0.8797 1.8588 1.5142
N 1.9523 -0.4380 1.6457
N -0.8895 -0.9913 2.4921
C -1.6549 1.2609 -4.7097
C 2.8855 -0.5477 -3.6202
C -4.4172 -3.9707 3.4885
C -2.1808 -4.6406 2.8432
C -4.0805 -2.6260 3.4189
C 1.6713 0.5737 -1.8204
C -0.1796 2.9303 2.2403
C -1.7061 -0.1068 -4.4931
C -1.7438 0.2429 -2.0847
C -1.6332 2.1198 -3.6231
C 3.7991 1.5356 -2.5577
C -1.8714 -3.2982 2.7681
C -1.7453 -0.5970 -3.1980
C 2.6981 0.5641 2.4570
C -3.4824 -4.9635 3.2038
C -2.2022 -0.9264 2.8826
C -1.6778 1.6046 -2.3415
C -2.7858 -2.3009 3.0508
C 0.9916 0.3773 -0.8328
C 1.7697 1.6568 -4.0241
C 2.1652 1.9678 2.2202
C 0.9287 2.2977 3.0723
C 2.5223 0.8065 -2.9940
H -1.3739 2.2104 0.7005
H 0.8765 1.1360 -4.3676
H 1.9153 2.0430 1.1561
H 1.2067 2.9264 3.9195
H -3.7782 -6.0023 3.2651
H 2.9497 2.7053 2.3944
H 3.5610 2.5020 -2.1126
H 1.9553 -1.3240 2.1485
H -1.4467 -5.4033 2.6248
H 4.4458 1.7028 -3.4211
H -0.8732 3.5092 2.8552
H 1.4694 2.6163 -3.6010
H 2.4097 1.8434 -4.8884
H 4.3514 0.9458 -1.8253
H -4.7950 -1.8438 3.6354
H 3.5194 -0.3918 -4.4949
H 0.5185 1.3769 3.5010
H -1.5974 1.4571 2.1230
H -5.4223 -4.2570 3.7677
H 0.2516 3.6166 1.5077
H 2.5845 0.2821 3.5047
H 1.9880 -1.0817 -3.9323
H 2.4423 -0.5994 0.7699
H 3.7604 0.4892 2.2164
H 3.4237 -1.1739 -2.9087
*
```